This record from the OMol25 dataset describes a molecular structure, C24H35AsN3O5S2SbSe4Si2Tc in a non-equilibrium geometry. The level of theory is ωB97M-V with the def2-TZVPD basis set.

```
! wB97M-V def2-TZVPD RIJCOSX def2/J DEFGRID3
* xyz 1 1
Tc -0.795 -1.471 1.248
C -0.601 2.337 -4.887
C -0.637 1.180 -3.991
C 0.067 0.118 -4.379
C -0.023 -1.046 -3.594
C -1.035 -1.175 -2.670
C -1.696 0.013 -2.186
C -1.512 1.141 -2.941
S -1.463 -2.749 -1.966
O -2.574 -3.286 -2.729
O -0.192 -3.442 -1.836
N -1.846 -2.288 -0.491
C -3.101 -2.071 0.053
C -4.374 -2.245 -0.457
C -5.383 -1.681 0.278
C -5.120 -1.105 1.518
C -3.875 -0.986 1.983
N -2.844 -1.394 1.192
H -0.712 2.004 -5.907
H 0.335 2.847 -4.716
H -1.385 3.078 -4.780
H 0.697 0.162 -5.224
H 0.494 -1.956 -3.910
H -2.585 -0.089 -1.479
H -1.967 2.122 -2.652
H -4.542 -2.844 -1.364
H -6.415 -1.674 -0.023
H -5.934 -0.713 2.105
H -3.476 -0.705 2.955
Se -1.754 -3.531 6.627
Sb -1.482 -5.803 6.295
Se 0.765 -3.959 3.709
Se -0.734 -3.738 1.892
Se 0.285 -6.071 4.482
C 2.658 1.595 0.299
Si 2.183 0.627 -1.237
C 2.464 1.653 -2.736
C 2.795 -1.131 -1.559
As -0.300 0.462 -0.575
Si -1.120 2.591 0.077
C -0.760 2.748 1.969
C -0.214 3.767 -1.012
C -2.955 2.557 0.045
H 2.494 0.931 1.122
H 2.031 2.457 0.242
H 3.742 1.640 0.366
H 3.449 1.353 -3.094
H 2.300 2.722 -2.562
H 1.843 1.496 -3.570
H 3.880 -1.210 -1.493
H 2.508 -1.230 -2.637
H 2.393 -1.867 -0.922
H -1.014 3.726 2.341
H 0.258 2.443 2.257
H -1.505 2.017 2.439
H 0.787 3.533 -1.191
H -0.334 4.877 -0.554
H -0.601 3.898 -2.104
H -3.306 1.972 -0.785
H -3.253 3.606 -0.157
H -3.314 2.167 1.047
N -0.196 -0.564 3.096
C 1.270 -0.643 2.942
C 1.759 -1.353 1.837
C 3.106 -1.492 1.638
C 3.975 -0.608 2.281
C 3.478 0.193 3.317
C 2.096 0.175 3.688
S 5.616 -0.306 1.501
O 5.379 -0.475 0.066
O 6.400 -1.394 2.082
O 5.980 1.064 1.908
H -0.479 0.456 3.207
H -0.455 -0.997 3.997
H 1.153 -2.129 1.259
H 3.427 -2.092 0.827
H 4.089 1.003 3.740
H 1.710 0.782 4.443
*
```

Summary:
LUMO level (spin up / spin down)	-5.3 / -5.3	eV
HOMO-LUMO gap (spin up / spin down)	4.970 / 4.944	eV
maximum force	0.0909	Eh/bohr

Computed Mulliken charges, given in elementary charges: Tc -0.15; C -1.89; C 1.04; C -0.55; C -0.53; C -0.22; C -0.88; C -0.51; S 1.12; O -0.72; O -0.64; N 0.19; C 0.13; C -0.88; C -0.32; C -0.89; C -0.50; N 0.58; H 0.49; H 0.34; H 0.42; H 0.47; H 0.60; H 0.48; H 0.61; H 0.54; H 0.48; H 0.46; H 0.51; Se -0.38; Sb 0.52; Se 0.23; Se -0.03; Se -0.31; C -0.54; Si 0.37; C -1.09; C -1.08; As 0.70; Si 0.43; C -1.06; C -0.81; C -1.14; H -0.43; H 0.50; H 0.43; H 0.43; H 0.41; H 0.19; H 0.52; H 0.43; H 0.21; H 0.55; H 0.30; H 0.07; H 0.25; H 0.38; H 0.20; H 0.41; H 0.41; H 0.23; N -0.13; C 0.80; C -0.20; C -1.51; C -0.40; C -0.37; C -0.80; S 1.26; O -0.59; O -0.67; O -0.68; H 0.16; H 0.36; H 0.62; H 0.93; H 0.43; H 0.66

This record from the OMol25 dataset describes a molecular structure, C24H35BrIrN2O5Sb in a non-equilibrium geometry. The level of theory is ωB97M-V with the def2-TZVPD basis set.

```
! wB97M-V def2-TZVPD RIJCOSX def2/J DEFGRID3
* xyz 2 1
Ir 1.695 1.518 0.119
O 4.812 3.566 1.902
C 3.821 2.805 1.501
O 3.357 2.839 0.359
C 3.264 1.861 2.482
C 3.649 1.662 3.796
C 2.975 0.707 4.545
C 1.940 -0.013 3.955
C 1.610 0.238 2.637
N 2.264 1.159 1.917
C 0.514 -0.429 1.880
O -0.184 -1.271 2.408
O 0.313 -0.038 0.634
H 5.106 4.141 1.174
H 4.453 2.251 4.212
H 3.250 0.525 5.574
H 1.391 -0.767 4.502
O 0.287 2.751 -5.824
C 0.546 2.460 -4.549
C 0.413 1.188 -3.991
C 0.715 1.018 -2.662
N 1.146 2.001 -1.853
C 1.237 3.220 -2.405
Br 1.700 4.663 -1.301
C 0.959 3.498 -3.723
H 0.034 1.969 -6.331
H 0.081 0.351 -4.589
H 0.641 0.044 -2.198
H 1.051 4.500 -4.113
C -3.477 -1.923 -1.902
C -2.154 -1.168 -1.951
C -2.365 0.313 -2.251
C -1.192 -1.812 -2.939
Sb -1.532 -1.481 0.136
C 1.014 -3.617 0.182
C -0.004 -4.666 -0.057
C 1.649 -2.877 -0.923
C 1.629 -3.544 1.517
C -2.680 1.192 2.148
C -1.929 1.108 3.403
C -2.206 2.100 1.104
C -3.973 0.497 2.054
H -3.955 -1.887 -2.885
H -4.181 -1.487 -1.188
H -3.347 -2.982 -1.653
H -2.704 0.450 -3.284
H -1.457 0.901 -2.125
H -3.140 0.733 -1.607
H -1.543 -1.662 -3.966
H -1.126 -2.891 -2.782
H -0.190 -1.400 -2.872
H -0.489 -4.560 -1.022
H -0.734 -4.674 0.747
H 0.512 -5.639 -0.015
H 1.058 -2.881 -1.832
H 2.610 -3.380 -1.128
H 1.910 -1.862 -0.617
H 0.887 -3.625 2.309
H 2.239 -2.654 1.652
H 2.287 -4.422 1.606
H -0.955 1.587 3.349
H -1.828 0.066 3.712
H -2.530 1.600 4.180
H -1.122 2.000 0.968
H -2.355 3.122 1.493
H -2.735 1.997 0.163
H -3.890 -0.510 2.456
H -4.371 0.486 1.045
H -4.673 1.034 2.715
*
```

Summary:
LUMO level (spin up / spin down)	-7.1 / -7.1	eV
HOMO-LUMO gap (spin up / spin down)	5.014 / 5.008	eV
maximum force	0.0251	Eh/bohr

Computed Mulliken charges, given in elementary charges: Ir 1.01; O -0.43; C 0.08; O -0.63; C 0.30; C -0.31; C -0.71; C -0.59; C 0.32; N 0.35; C 0.45; O -0.67; O -0.97; H 0.39; H 0.54; H 0.50; H 0.55; O -0.52; C 0.75; C -0.16; C -0.68; N -0.37; C 0.02; Br -0.09; C -0.49; H 0.32; H 0.40; H 0.24; H 0.50; C -1.72; C 1.11; C -1.28; C -1.31; Sb 0.48; C 1.21; C -1.28; C -0.71; C -1.28; C 1.19; C -1.17; C -0.61; C -1.32; H 0.43; H 0.38; H 0.44; H 0.54; H 0.26; H 0.24; H 0.48; H 0.27; H 0.07; H 0.26; H 0.39; H 0.43; H 0.15; H 0.47; H -0.02; H 0.33; H 0.18; H 0.56; H 0.21; H 0.31; H 0.55; H -0.01; H 0.40; H 0.16; H 0.42; H 0.25; H 0.43

This record from the OMol25 dataset describes a molecular structure, C24H35Cl2N2O4PS4SbSe4Ti in a non-equilibrium geometry. The level of theory is ωB97M-V with the def2-TZVPD basis set.

```
! wB97M-V def2-TZVPD RIJCOSX def2/J DEFGRID3
* xyz -1 1
Ti -2.469 0.271 1.391
S -1.655 2.812 6.330
Sb -1.742 1.094 4.884
S -5.059 0.720 3.332
S -2.074 2.164 2.649
S -4.295 0.418 5.170
Se -4.219 1.603 -0.142
Se -5.623 0.012 -1.133
Se -6.754 -0.917 0.680
Se -5.048 -2.016 1.751
O -2.921 -0.829 2.857
N -4.148 -0.444 2.332
C 0.196 3.024 -3.241
C -1.001 2.561 -2.407
C -1.551 1.253 -2.990
P -0.826 2.409 -0.553
C 0.905 1.860 -0.166
C 2.088 2.816 -0.309
C 1.193 0.540 -0.885
C -0.934 4.176 0.022
C -2.404 4.598 0.125
C -0.191 5.243 -0.785
H -0.128 3.202 -4.271
H 0.972 2.258 -3.278
H 0.648 3.942 -2.875
H -1.794 3.313 -2.502
H -0.860 0.423 -2.821
H -1.698 1.347 -4.070
H -2.512 1.006 -2.537
H 0.799 1.625 0.899
H 2.232 3.156 -1.335
H 3.000 2.291 -0.009
H 1.987 3.690 0.335
H 1.371 0.696 -1.951
H 0.368 -0.166 -0.775
H 2.087 0.072 -0.468
H -0.521 4.137 1.035
H -2.907 4.514 -0.842
H -2.468 5.641 0.443
H -2.956 3.996 0.844
H -0.660 5.386 -1.762
H 0.863 5.027 -0.942
H -0.258 6.197 -0.256
Cl 1.869 -2.395 -2.120
C 2.061 -4.018 -1.547
C 2.195 -5.028 -2.485
C 2.227 -6.351 -2.081
C 2.120 -6.658 -0.734
C 2.026 -5.639 0.193
Cl 1.911 -6.056 1.876
C 2.016 -4.284 -0.171
N 1.896 -3.302 0.799
C 2.695 -2.168 0.954
C 3.871 -1.996 0.228
C 4.632 -0.849 0.386
C 4.246 0.129 1.290
C 3.093 -0.065 2.039
C 2.307 -1.198 1.892
C 1.073 -1.378 2.746
C -0.205 -1.468 1.926
O -0.775 -2.531 1.750
O -0.598 -0.317 1.447
H 2.240 -4.762 -3.532
H 2.320 -7.142 -2.813
H 2.122 -7.683 -0.390
H 1.247 -3.509 1.544
H 4.184 -2.763 -0.470
H 5.534 -0.726 -0.200
H 4.835 1.027 1.417
H 2.783 0.686 2.756
H 0.986 -0.516 3.406
H 1.137 -2.276 3.366
C -2.396 -2.351 -0.860
O -2.624 -1.015 -0.398
H -1.649 -2.345 -1.657
H -3.337 -2.769 -1.221
H -2.025 -2.921 -0.017
H -3.050 -0.484 -1.087
*
```

Summary:
LUMO level	1.9	eV
HOMO-LUMO gap	6.308	eV
maximum force	0.0196	Eh/bohr

Computed Mulliken charges, given in elementary charges: Ti 0.28; S -0.67; Sb 0.32; S 0.09; S -0.47; S -0.33; Se -0.16; Se -0.23; Se -0.16; Se 0.07; O -0.25; N 0.08; C -1.70; C 0.55; C -1.13; P 0.33; C 1.22; C -1.56; C -1.11; C 0.60; C -1.43; C -1.79; H 0.50; H 0.27; H 0.24; H 0.49; H 0.15; H 0.52; H 0.02; H -0.27; H 0.23; H 0.22; H 0.43; H 0.65; H -0.13; H -0.02; H 0.56; H 0.24; H 0.48; H 0.14; H 0.30; H 0.34; H 0.48; Cl -0.14; C 1.03; C -0.69; C -0.44; C -0.52; C 0.52; Cl -0.23; C -1.20; N 0.34; C 0.42; C -0.48; C -0.81; C -0.84; C -0.37; C 1.19; C -2.20; C 1.10; O -0.69; O 0.40; H 0.46; H 0.37; H 0.42; H 0.21; H 0.50; H 0.39; H 0.45; H 0.29; H 0.37; H 0.41; C -0.98; O 0.77; H 0.25; H 0.31; H 0.25; H -0.26